DFT (the ωB97M-V functional and the def2-TZVPD basis) results for the ion C5H8NO2S with charge +1 at a distorted geometry.

Values from the calculation:
**M**: 146.191 g/mol
**Highest occupied orbital energy (alpha / beta)**: -0.392 / -0.532 hartree
**E**: -21721.77009 eV
**LUMO (alpha / beta)**: -4.42 / -7.73 eV
**Spin multiplicity**: 3
**Largest force on an atom**: 0.131 hartree/bohr
**Total charge**: +1
**ΔE to the lowest compared entry with this formula, charge and spin**: 0.0 kcal per mole
**Orbital gap (alpha / beta)**: 6.25 / 6.74 eV
**⟨S²⟩**: 2.029

Atoms and positions in Å:
C: -0.932 -0.271 -1.205
C: -0.746 -1.379 0.637
C: -1.024 -2.290 1.804
C: 0.963 2.217 -0.285
C: 1.353 1.001 -1.022
N: 0.364 -0.063 -0.745
O: -1.555 -1.158 -0.308
O: 0.414 -0.743 0.462
S: -1.548 0.276 -2.549
H: -0.718 -1.771 2.737
H: -2.153 -2.412 1.743
H: -0.449 -3.205 1.693
H: -0.146 2.680 -0.549
H: 0.856 2.135 0.858
H: 1.537 3.000 -0.532
H: 2.371 0.701 -0.646
H: 1.416 1.282 -2.093

Cartesian forces (eV/Å) of the 2 atoms listed first:
0.5 -1.8 2.9
-0.4 -2.2 2.7



DFT (the ωB97M-V functional and the def2-TZVPD basis) results for the molecule C7H9NS at a distorted geometry.

Values from the calculation:
**M**: 139.223 g/mol
**Highest occupied orbital energy (alpha / beta)**: -0.270 / -0.278 hartree
**E**: -19723.66425 eV
**LUMO (alpha / beta)**: 0.08 / -0.25 eV
**Largest force on an atom**: 0.070 hartree/bohr
**Total charge**: 0
**ΔE to the lowest compared entry with this formula, charge and spin**: 133.2 kcal per mole
**Orbital gap (alpha / beta)**: 7.42 / 7.32 eV

Atoms and positions in Å:
C: 1.779 -0.523 1.552
C: 2.360 -1.276 0.519
C: 0.559 -0.085 1.582
C: -0.466 -0.541 -0.805
C: -1.309 0.448 -1.178
C: -0.599 0.578 2.267
C: -1.491 0.770 -2.627
N: 1.946 -1.839 -0.520
S: 0.546 -1.689 -1.396
H: 2.602 -0.355 2.316
H: 3.319 -1.626 0.614
H: -1.942 0.993 -0.476
H: -0.707 1.530 1.776
H: -0.297 0.846 3.348
H: -1.543 0.068 2.287
H: -2.496 0.752 -3.090
H: -0.988 0.150 -3.361
H: -1.275 1.799 -2.808

Cartesian forces (eV/Å) of the 2 atoms listed first:
1.1 1.5 2.1
-0.5 -0.9 -1.2



DFT (the ωB97M-V functional and the def2-TZVPD basis) results for a structure of composition C29H30BrN6Ru at a distorted geometry.

Values from the calculation:
**M**: 643.575 g/mol
**Highest occupied orbital energy (alpha / beta)**: -0.197 / -0.188 hartree
**E**: -112123.62769 eV
**LUMO (alpha / beta)**: 0.03 / 0.03 eV
**Spin multiplicity**: 2
**Largest force on an atom**: 0.021 hartree/bohr
**Total charge**: 0
**ΔE to the lowest compared entry with this formula, charge and spin**: 0.0 kcal per mole
**Orbital gap (alpha / beta)**: 5.39 / 5.15 eV
**⟨S²⟩**: 0.805

Atoms and positions in Å:
Ru: 0.151 -0.151 -0.255
C: -0.250 -0.196 2.841
N: -0.783 -0.627 1.554
C: -1.818 -1.384 1.439
C: -2.169 -1.806 0.125
C: -3.188 -2.600 -0.390
C: -2.955 -2.679 -1.770
C: -1.803 -1.936 -2.024
N: -1.320 -1.406 -0.883
C: -0.897 -0.801 4.059
C: -1.755 -0.051 4.854
C: -2.360 -0.612 5.972
C: -2.114 -1.935 6.302
C: -1.259 -2.694 5.512
C: -0.656 -2.130 4.400
H: -0.330 0.894 2.892
H: 0.816 -0.436 2.811
H: -2.391 -1.710 2.303
H: -3.989 -3.056 0.171
H: -3.537 -3.216 -2.501
H: -1.303 -1.787 -2.969
H: -1.950 0.984 4.596
H: -3.025 -0.014 6.583
H: -2.585 -2.375 7.171
H: -1.062 -3.728 5.765
H: 0.005 -2.726 3.781
C: 1.460 -2.854 -2.220
C: 2.434 -3.015 -1.088
C: 3.399 -4.006 -1.217
C: 4.291 -4.312 -0.206
C: 4.189 -3.625 1.001
C: 3.256 -2.626 1.182
C: 3.122 -1.975 2.528
C: 2.375 -2.235 0.110
N: 1.616 -1.144 0.365
H: 0.811 -3.731 -2.286
H: 1.978 -2.751 -3.178
H: 0.823 -1.995 -2.072
H: 3.436 -4.563 -2.149
H: 5.034 -5.088 -0.339
H: 4.842 -3.886 1.828
H: 3.830 -2.408 3.236
H: 2.112 -2.117 2.920
H: 3.286 -0.900 2.479
C: -0.970 1.184 -3.381
C: 0.475 0.893 -3.182
N: 1.032 0.404 -2.094
C: 2.391 0.332 -2.329
C: 2.653 0.791 -3.577
N: 1.430 1.143 -4.108
H: -1.545 0.721 -2.582
H: -1.328 0.780 -4.329
H: -1.154 2.260 -3.377
H: 3.055 -0.072 -1.586
H: 3.569 0.880 -4.131
H: 1.265 1.520 -5.024
Br: 3.828 1.286 0.959
C: 2.200 2.127 1.403
C: 2.179 2.970 2.511
C: 1.030 3.694 2.752
C: -0.044 3.565 1.878
C: 0.071 2.671 0.835
N: 1.169 1.935 0.602
H: 3.051 3.054 3.142
H: 0.976 4.361 3.601
H: -0.954 4.132 2.012
H: -0.754 2.513 0.147

Cartesian forces (eV/Å) of the 2 atoms listed first:
0.1 0.1 0.4
0.0 0.0 0.0



DFT (the ωB97M-V functional and the def2-TZVPD basis) results for the molecule C3H4O.

Values from the calculation:
**M**: 56.064 g/mol
**Highest occupied orbital energy (alpha / beta)**: -0.287 / -0.300 hartree
**E**: -5218.06720 eV
**LUMO (alpha / beta)**: -0.31 / -0.47 eV
**Largest force on an atom**: 0.012 hartree/bohr
**Total charge**: 0
**ΔE to the lowest compared entry with this formula, charge and spin**: 93.8 kcal per mole
**Orbital gap (alpha / beta)**: 7.48 / 7.69 eV

Atoms and positions in Å:
O: 1.699 0.041 0.717
C: 0.363 0.149 0.781
C: -0.584 0.102 -0.199
C: -1.097 -0.273 -1.441
H: 1.989 -0.042 -0.200
H: 0.065 0.506 1.765
H: -1.269 0.888 0.157
H: -1.166 -1.370 -1.579

Cartesian forces (eV/Å) of the 2 atoms listed first:
0.0 -0.3 -0.3
-0.1 0.2 0.1



DFT (the ωB97M-V functional and the def2-TZVPD basis) results for a structure of composition C6H3AlCl2NO3STi at a distorted geometry.

Values from the calculation:
**M**: 314.916 g/mol
**Highest occupied orbital energy (alpha / beta)**: -0.858 / -0.858 hartree
**E**: -79444.54145 eV
**LUMO (alpha / beta)**: -19.03 / -18.95 eV
**Spin multiplicity**: 2
**Largest force on an atom**: 0.230 hartree/bohr
**Total charge**: +4
**ΔE to the lowest compared entry with this formula, charge and spin**: 10.1 kcal per mole
**Orbital gap (alpha / beta)**: 4.31 / 4.38 eV
**⟨S²⟩**: 0.761

Atoms and positions in Å:
Al: -0.003 0.172 -2.918
Ti: 0.563 0.629 0.032
Cl: -0.674 -1.127 -1.023
Cl: -0.574 2.039 -1.532
C: 1.516 2.043 0.742
C: 0.467 -1.329 -3.885
C: 0.548 1.261 -4.303
O: 2.116 2.924 1.172
O: 0.769 -2.266 -4.478
O: 0.901 1.943 -5.158
S: -2.102 -0.998 3.286
C: -0.501 -1.373 3.645
C: 0.295 -0.869 2.624
N: -0.390 -0.231 1.638
C: -1.723 -0.206 1.850
H: -0.148 -1.907 4.517
H: 1.371 -0.966 2.609
H: -2.431 0.261 1.182

Cartesian forces (eV/Å) of the 2 atoms listed first:
-3.6 0.6 5.3
-4.7 -6.0 1.0



DFT (the ωB97M-V functional and the def2-TZVPD basis) results for a structure of composition C34H45Br2N3O2PtSi at a distorted geometry.

Values from the calculation:
**M**: 910.725 g/mol
**Highest occupied orbital energy (alpha / beta)**: -0.493 / -0.487 hartree
**E**: -195746.37996 eV
**LUMO (alpha / beta)**: -7.77 / -8.08 eV
**Largest force on an atom**: 0.109 hartree/bohr
**Total charge**: +2
**Orbital gap (alpha / beta)**: 5.64 / 5.18 eV

Atoms and positions in Å:
Pt: 1.503 -0.391 0.231
C: 0.551 -0.401 3.108
O: 1.623 -0.391 2.185
C: 2.894 -0.521 2.676
C: 3.240 -0.582 4.030
C: 4.583 -0.672 4.406
C: 5.581 -0.702 3.434
C: 5.235 -0.644 2.083
C: 3.891 -0.564 1.688
N: 3.495 -0.391 0.353
N: 4.144 -1.075 -0.464
C: 3.908 -0.690 -1.831
C: 2.598 -0.407 -2.367
O: 1.501 -0.391 -1.708
C: 2.558 -0.126 -3.748
C: 3.682 -0.098 -4.574
C: 4.945 -0.347 -4.050
C: 6.073 -0.299 -4.890
C: 7.350 -0.533 -4.386
C: 7.510 -0.824 -3.039
C: 6.391 -0.884 -2.202
C: 5.077 -0.647 -2.675
H: 0.530 -1.332 3.685
H: -0.383 -0.340 2.542
H: 0.595 0.470 3.771
H: 2.487 -0.543 4.808
H: 4.850 -0.705 5.458
H: 6.627 -0.754 3.722
H: 6.012 -0.633 1.325
H: 1.585 0.083 -4.196
H: 3.541 0.126 -5.626
H: 5.956 -0.071 -5.946
H: 8.212 -0.485 -5.045
H: 8.500 -1.003 -2.630
H: 6.545 -1.112 -1.150
Br: 1.523 6.309 0.272
C: 1.515 4.419 0.255
C: 2.045 3.718 1.331
C: 2.015 2.337 1.271
N: 1.503 1.642 0.231
C: 0.997 2.359 -0.796
C: 0.980 3.741 -0.832
H: 2.469 4.222 2.191
H: 2.414 1.732 2.080
H: 0.594 1.772 -1.616
H: 0.560 4.264 -1.683
C: -3.642 2.279 -1.034
C: -3.857 0.786 -1.371
C: -5.346 0.564 -1.708
C: -3.009 0.479 -2.631
Si: -3.272 -0.400 0.204
Br: -1.030 -0.391 0.231
C: -3.892 0.362 2.012
C: -3.674 -0.673 3.139
C: -3.070 1.621 2.386
C: -5.388 0.739 1.970
C: -3.857 -2.357 -0.047
C: -3.030 -3.296 0.867
C: -5.354 -2.533 0.282
C: -3.612 -2.812 -1.503
H: -3.850 2.909 -1.908
H: -2.610 2.482 -0.726
H: -4.312 2.619 -0.240
H: -5.672 1.253 -2.496
H: -5.994 0.731 -0.843
H: -5.535 -0.448 -2.076
H: -3.337 1.097 -3.476
H: -3.092 -0.562 -2.950
H: -1.948 0.695 -2.471
H: -2.637 -1.023 3.173
H: -4.328 -1.541 3.028
H: -3.901 -0.235 4.119
H: -2.006 1.393 2.507
H: -3.417 2.038 3.340
H: -3.157 2.416 1.644
H: -6.018 -0.104 1.674
H: -5.582 1.560 1.275
H: -5.732 1.072 2.956
H: -3.135 -3.051 1.925
H: -1.963 -3.269 0.622
H: -3.358 -4.336 0.748
H: -5.564 -2.345 1.338
H: -5.678 -3.559 0.073
H: -5.988 -1.866 -0.308
H: -2.573 -2.649 -1.811
H: -4.266 -2.292 -2.208
H: -3.820 -3.882 -1.617
H: 1.503 -2.109 0.231

Cartesian forces (eV/Å) of the 2 atoms listed first:
0.3 -3.5 -1.6
-1.7 0.0 1.0



DFT (the ωB97M-V functional and the def2-TZVPD basis) results for the molecule C4H8N2O at a distorted geometry.

Values from the calculation:
**M**: 100.121 g/mol
**Highest occupied orbital energy**: -0.328 hartree
**E**: -9303.43690 eV
**LUMO**: 0.91 eV
**Largest force on an atom**: 0.029 hartree/bohr
**SMILES**: [H]/N=C1\O[C@H](C)[C@@H]1N
**Total charge**: 0
**ΔE to the lowest compared entry with this formula, charge and spin**: 68.2 kcal per mole
**Orbital gap**: 9.83 eV

Atoms and positions in Å:
H: -2.355 1.964 -1.822
N: -1.373 2.041 -1.499
C: -0.772 1.025 -1.050
O: -1.297 -0.294 -0.914
C: -0.222 -0.837 -0.143
C: -0.553 -0.868 1.344
C: 0.775 0.212 -0.570
N: 1.872 0.378 0.290
H: 0.116 -1.825 -0.473
H: -0.834 0.131 1.698
H: 0.296 -1.234 1.937
H: -1.392 -1.549 1.521
H: 1.163 -0.017 -1.566
H: 2.807 0.549 -0.043
H: 1.768 0.323 1.289

Cartesian forces (eV/Å) of the 2 atoms listed first:
0.8 -0.5 0.5
1.1 -0.9 0.5



DFT (the ωB97M-V functional and the def2-TZVPD basis) results for a structure of composition C2H10N4O at a distorted geometry.

Values from the calculation:
**M**: 106.129 g/mol
**Highest occupied orbital energy**: -0.300 hartree
**E**: -10239.37583 eV
**LUMO**: 0.72 eV
**Largest force on an atom**: 0.048 hartree/bohr
**Total charge**: 0
**ΔE to the lowest compared entry with this formula, charge and spin**: 132.6 kcal per mole
**Orbital gap**: 8.88 eV

Atoms and positions in Å:
C: -2.112 -0.373 -0.670
N: -1.011 0.105 0.162
H: -1.164 -0.151 1.133
H: -0.658 1.160 -0.020
H: -1.994 0.032 -1.675
H: -3.087 -0.061 -0.282
H: -2.074 -1.461 -0.726
N: 1.590 0.308 -0.016
N: 1.911 0.360 1.254
C: 0.604 -0.711 -0.405
O: 0.704 1.862 -0.382
N: 0.813 -1.942 -0.026
H: 1.039 2.140 -1.241
H: 2.736 0.908 1.461
H: 1.172 0.406 1.954
H: 1.097 -2.004 0.951
H: 0.433 -0.577 -1.471

Cartesian forces (eV/Å) of the 2 atoms listed first:
0.1 0.2 0.1
0.3 1.8 -0.2